Entry 1:
{
  "formula": "H39O20",
  "method": "wB97M-V/def2-TZVPD",
  "symbols": ["O", "H", "O", "H", "H", "O", "H", "H", "O", "H", "H", "O", "H", "H", "O", "H", "H", "O", "H", "H", "O", "H", "H", "O", "H", "H", "O", "H", "H", "O", "H", "H", "O", "H", "H", "O", "H", "H", "O", "H", "H", "O", "H", "H", "O", "H", "H", "O", "H", "H", "O", "H", "H", "O", "H", "H", "O", "H", "H"],
  "xyz": [[-0.29600, 2.73550, -1.12549], [1.00577, -1.22898, 5.10172], [3.99561, 3.32144, -2.17803], [3.07278, 2.88611, -2.34921], [4.48175, 3.12099, -2.96610], [-2.92946, -1.37553, 2.35851], [2.41813, -3.11114, 2.08967], [-3.88250, -1.31220, 2.18550], [-0.49809, -1.29573, 3.69399], [-1.47222, -1.55091, 3.51472], [-1.20108, -3.02119, 0.94503], [-1.01724, -1.93186, 1.13901], [1.46387, 2.82005, -4.09838], [-2.61589, -0.47344, 2.62405], [-5.35139, 0.50291, -0.07909], [-0.23970, 1.65563, -0.91640], [-0.22732, -1.74271, 2.87529], [2.18020, -1.44430, -2.59394], [1.39583, -0.77301, -2.31492], [3.02648, -1.16047, -2.02577], [-2.03079, 0.13511, -4.83126], [-5.27028, -0.35418, 0.25556], [2.02112, -1.82059, 0.80839], [-1.12211, 3.44741, 1.88443], [-0.58472, 2.71474, 2.27417], [-0.98925, 3.17983, 0.92328], [0.12538, -4.04461, -0.52397], [-0.43442, -4.07463, -1.11473], [0.98418, -3.31835, -0.35372], [1.90431, 2.31098, -3.29985], [1.16615, 0.49614, 0.28174], [1.23201, 2.70200, -2.46799], [1.83393, -1.84000, 5.32819], [5.51745, 1.19199, -0.19021], [-4.90316, 0.55737, -1.00677], [0.72643, 0.53910, -0.59812], [0.45500, -0.48660, -0.51475], [-2.46552, 0.41897, -4.10655], [1.85937, -3.82900, 2.16795], [-2.65056, -0.45879, -5.34455], [1.20105, -3.58369, 1.53569], [2.99593, -3.26415, -1.18719], [2.55812, -3.93727, -1.74089], [2.39985, -2.41507, -0.96295], [-2.28344, -0.05463, -0.40563], [-2.07532, -0.69895, 0.23909], [-1.96562, 5.10477, -0.67972], [5.85512, 1.60521, 0.58861], [-2.39593, 0.78900, 0.02490], [5.58435, 2.50012, 0.68431], [1.35422, -1.74760, 0.17213], [-0.21427, -1.77945, 0.85304], [1.74210, -2.45085, 4.52978], [-3.43710, 1.52217, 1.51705], [-4.17078, 2.07048, 1.83141], [-4.07523, 0.90332, 1.04620], [-2.26526, 4.53263, -1.41956], [-1.93670, 3.66761, -1.21160], [0.44486, 3.14826, -0.86609]],
  "atomic_forces_ev_per_a": [[-4.75, -4.35, -1.39], [2.42, -1.88, 0.77], [-1.83, -0.49, 0.97], [2.54, 1.02, -0.21], [0.28, -0.22, -0.62], [-1.15, 0.96, 0.78], [2.34, 2.04, 0.05], [0.45, 0.22, 0.46], [-2.39, -0.78, -0.53], [1.90, 0.62, 1.11], [1.22, 4.67, 0.47], [-7.65, -5.90, 1.68], [1.41, -1.52, 2.31], [-0.75, -0.74, -0.67], [0.34, 2.49, -3.05], [1.02, 2.62, -0.21], [0.63, 0.23, -0.06], [-0.41, 3.83, 1.69], [3.24, -2.00, -0.92], [-3.09, -0.67, -2.01], [1.28, -2.50, -4.91], [0.28, -2.37, 0.14], [1.54, 0.23, 1.39], [1.35, -1.59, -1.42], [-0.74, 0.91, 0.11], [-0.55, 0.74, 1.27], [11.04, 1.00, 11.17], [-8.01, 0.55, -9.76], [-3.51, -1.26, -1.37], [-4.73, 3.01, 1.00], [-0.09, 0.51, -0.79], [2.09, -2.05, -3.53], [-2.73, 0.82, -2.38], [-0.60, 0.26, -0.80], [-0.97, -0.56, 2.73], [-0.74, -2.68, 1.07], [1.00, 2.33, -0.40], [-2.33, 1.37, 3.82], [-1.22, -2.13, 1.13], [1.08, 1.13, 1.11], [-1.05, -0.24, -0.76], [0.00, 0.48, 1.04], [-0.09, 1.13, 0.43], [0.80, -2.89, -0.82], [-0.74, 1.09, -2.35], [0.68, -1.39, 1.54], [-0.32, -0.70, -0.72], [1.22, -1.11, 1.26], [0.07, 0.28, 0.46], [-0.65, 0.89, -0.52], [-1.25, -0.57, -1.29], [7.27, 0.68, -2.92], [0.32, 0.89, 1.59], [-1.93, -0.91, -0.14], [0.74, 0.77, 0.39], [1.38, 0.63, 0.08], [-0.59, 1.80, 0.47], [0.70, -0.70, 0.11], [4.19, 2.05, 1.96]],
  "nbo_charge": [-1.039, 0.497, -0.999, 0.494, 0.458, -0.957, 0.448, 0.464, -1.006, 0.491, 0.510, -0.998, 0.489, 0.504, -0.949, 0.539, 0.492, -0.959, 0.489, 0.480, -0.927, 0.473, 0.443, -0.952, 0.466, 0.477, -1.064, 0.443, 0.550, -0.965, 0.498, 0.497, -0.980, 0.481, 0.511, -0.998, 0.544, 0.464, -0.926, 0.464, 0.477, -1.046, 0.474, 0.517, -1.005, 0.505, 0.463, -0.958, 0.480, 0.477, -1.234, 0.477, 0.476, -0.981, 0.472, 0.479, -0.966, 0.492, 0.455],
  "homo_energy_ha": -0.2492,
  "total_charge": -1
}



Entry 2:
{
  "formula": "C3H3ClO2",
  "method": "wB97M-V/def2-TZVPD",
  "symbols": ["C", "C", "C", "O", "O", "Cl", "H", "H", "H"],
  "xyz": [[3.71312, -1.32588, -0.11344], [1.26586, 1.03180, 0.67609], [0.03599, 0.40186, 0.15495], [3.09320, -2.05521, -0.77868], [4.28041, -0.57464, 0.54473], [1.43876, 2.59870, -0.06218], [-0.70182, 0.50128, 1.02464], [0.11863, -0.68148, 0.15354], [-0.39877, 0.89136, -0.69151]],
  "atomic_forces_ev_per_a": [[-0.96, -0.48, -0.60], [-0.10, 0.33, -0.25], [-0.56, 0.24, 1.83], [0.35, 0.16, 0.23], [0.65, 0.35, 0.41], [-0.03, -0.58, 0.33], [0.82, 0.26, -0.72], [0.23, -0.13, -0.50], [-0.39, -0.15, -0.73]],
  "nbo_charge": [1.024, 0.067, -0.815, -0.532, -0.491, -0.018, 0.285, 0.259, 0.221],
  "homo_energy_ha": -0.3371
}



Entry 3:
{
  "formula": "C10H6F7N2O3S2",
  "method": "wB97M-V/def2-TZVPD",
  "symbols": ["O", "S", "O", "C", "C", "C", "C", "N", "S", "N", "C", "C", "C", "F", "F", "C", "F", "F", "C", "F", "F", "F", "H", "H", "H", "C", "O", "H", "H", "H"],
  "xyz": [[2.29214, -0.82006, 2.24064], [2.16775, 0.39552, 1.49288], [2.99004, 1.50337, 1.89763], [0.50157, 0.85858, 1.35167], [0.14584, 2.09574, 0.77611], [-1.17326, 2.40184, 0.62867], [-2.14527, 1.47167, 1.06843], [-3.47005, 1.59703, 0.97825], [-4.10328, 0.27607, 1.61575], [-2.79349, -0.51118, 2.04454], [-1.76371, 0.25956, 1.66908], [-0.41033, -0.06341, 1.80342], [2.78502, 0.03724, -0.24850], [2.95002, 1.19496, -0.89320], [3.99415, -0.48983, -0.04017], [1.93965, -0.94645, -1.12354], [2.69689, -1.89451, -1.66990], [1.05429, -1.54879, -0.33037], [1.17558, -0.23401, -2.27729], [2.04370, 0.42527, -3.03050], [0.54806, -1.13547, -3.01921], [0.27076, 0.59945, -1.81825], [0.91241, 2.76419, 0.43897], [-1.47123, 3.32189, 0.16909], [-0.08553, -0.99040, 2.22571], [-2.23271, -2.10190, -1.18701], [-3.33872, -1.39584, -0.89841], [-2.38761, -3.08861, -1.70967], [-1.49904, -1.58521, -1.85509], [-1.59364, -2.39671, -0.29973]],
  "atomic_forces_ev_per_a": [[-0.17, -0.29, -0.33], [0.66, 0.18, 0.69], [-0.22, 0.26, -0.41], [-0.10, -0.72, 0.26], [-0.51, 0.12, -0.07], [0.29, -0.09, 0.01], [-0.08, 0.31, -0.36], [-0.74, 0.33, 0.11], [0.67, -0.21, -0.60], [-0.36, -0.06, 0.38], [0.09, -0.57, 0.18], [0.42, 0.38, -0.19], [-0.05, -0.38, 0.15], [0.00, 0.55, 0.11], [0.40, -0.24, 0.01], [-0.61, 0.50, 0.22], [0.66, -0.14, -0.25], [-0.38, -0.26, 0.18], [-0.22, -0.75, 0.19], [0.28, 0.18, -0.74], [0.32, -0.22, -0.25], [-0.23, 0.62, 0.43], [0.26, 0.25, -0.07], [-0.19, 0.31, -0.15], [0.04, -0.38, 0.12], [0.34, -0.16, 0.05], [-0.18, 0.29, 0.24], [-0.17, 0.07, 0.06], [-0.11, 0.07, 0.00], [-0.12, 0.04, 0.05]],
  "nbo_charge": [-0.918, 2.137, -0.924, -0.408, -0.194, -0.185, 0.082, -0.628, 1.090, -0.596, 0.138, -0.122, 0.401, -0.309, -0.302, 0.547, -0.294, -0.289, 0.926, -0.312, -0.290, -0.292, 0.231, 0.224, 0.257, -0.183, -0.993, 0.074, 0.073, 0.059],
  "homo_energy_ha": -0.0976,
  "total_charge": -1
}



Entry 4:
{
  "formula": "C5H10O2",
  "method": "wB97M-V/def2-TZVPD",
  "symbols": ["C", "C", "O", "C", "C", "C", "O", "H", "H", "H", "H", "H", "H", "H", "H", "H", "H"],
  "xyz": [[2.02541, -0.09394, -0.45786], [0.67000, 0.34116, 0.05659], [-0.08764, 0.91296, -1.04887], [-0.76552, 1.99486, -0.78394], [-1.56900, -0.25962, 1.07574], [-0.21874, -0.80032, 0.56559], [-0.37180, -1.78322, -0.44293], [2.59563, 0.76597, -0.82309], [1.91517, -0.82774, -1.26024], [2.58687, -0.56083, 0.35855], [0.75511, 1.12043, 0.82038], [-1.37270, 2.11269, -1.71669], [-1.52470, 0.82063, 1.23664], [-1.87053, -0.74203, 2.00756], [-2.35214, -0.45432, 0.33498], [0.31894, -1.30748, 1.37353], [-0.72828, -1.32475, -1.21767]],
  "atomic_forces_ev_per_a": [[-0.04, -0.03, 0.00], [0.11, -0.06, 0.11], [-0.23, 0.38, 0.11], [0.13, -0.26, -0.38], [0.04, -0.17, -0.04], [0.07, 0.14, 0.26], [-0.12, 0.04, -0.18], [-0.11, -0.13, 0.04], [0.03, 0.10, 0.10], [-0.08, 0.07, -0.13], [-0.05, -0.06, -0.09], [0.15, 0.14, 0.09], [-0.03, -0.11, 0.08], [0.04, -0.02, -0.12], [0.13, 0.05, 0.09], [-0.04, 0.13, -0.05], [0.01, -0.20, 0.08]],
  "nbo_charge": [-0.635, 0.070, -0.502, 0.082, -0.656, 0.073, -0.709, 0.220, 0.229, 0.222, 0.206, 0.075, 0.232, 0.222, 0.216, 0.187, 0.467],
  "homo_energy_ha": -0.3215
}



| no. | maximum force (eV Å⁻¹) |
| --- | --- |
| 1 | 15.74 |
| 2 | 1.93 |
| 3 | 0.97 |
| 4 | 0.48 |